Entry 1:
DFT (ωB97M-V/def2-TZVPD) results for C28H18BrClN3O7S2SiW as an isolated structure in a non-equilibrium geometry.

Results
Multiplicity: 1
Relative energy (zero: lowest compared OMol25 entry of this formula, charge and spin) (kJ/mol): 0.00
Gap between HOMO and LUMO (eV): 6.00
HOMO energy (eV): -11.959
Net charge: +1

```
62
Properties=species:S:1:pos:R:3:mulliken_charge:R:1
W 0.51 0.88 0.60 1.5579
S 0.31 1.38 3.05 -0.2743
C 2.01 1.13 2.63 0.3969
S 2.28 -0.38 1.77 -0.3558
C 3.00 2.03 2.91 0.8024
C 2.66 3.35 3.30 -0.0123
N 2.35 4.43 3.48 -0.5255
C 4.37 1.72 2.70 -0.2239
N 5.47 1.46 2.55 -0.4186
O -0.74 -0.32 1.04 -0.4580
Si -0.72 -1.66 0.11 0.0420
C 1.54 -1.78 -1.59 -0.1185
C 2.77 -2.36 -1.30 -0.4233
C 3.47 -2.99 -2.31 -0.7799
C 2.96 -3.03 -3.60 -0.6016
C 1.74 -2.44 -3.89 -0.9646
C 1.02 -1.81 -2.88 -0.0664
C -2.14 -1.35 -1.10 0.9315
C -2.68 -2.30 -1.96 -0.2718
C -3.76 -2.00 -2.77 -0.6559
C -4.33 -0.73 -2.72 -0.5975
C -3.82 0.22 -1.85 -0.7681
C -2.74 -0.08 -1.04 -0.0924
C -0.49 -3.23 1.10 0.5973
C -0.59 -3.19 2.50 -0.2222
C -0.54 -4.36 3.24 -0.7596
C -0.38 -5.58 2.60 -0.4847
C -0.25 -5.63 1.22 -0.7766
C -0.31 -4.47 0.48 -0.2228
H 3.15 -2.31 -0.29 0.3855
H 4.41 -3.46 -2.08 0.4583
H 3.52 -3.53 -4.38 0.4402
H 1.33 -2.47 -4.89 0.4697
H 0.06 -1.36 -3.08 0.4973
H -2.24 -3.29 -1.98 0.3621
H -4.17 -2.74 -3.43 0.4301
H -5.17 -0.49 -3.34 0.4067
H -4.29 1.19 -1.79 0.4627
H -2.35 0.66 -0.34 0.2952
H -0.71 -2.24 2.99 0.3912
H -0.62 -4.33 4.31 0.4211
H -0.37 -6.49 3.17 0.4099
H -0.11 -6.59 0.73 0.4175
H -0.21 -4.51 -0.60 0.3382
Br 0.27 8.19 2.75 -0.1131
C -0.52 6.84 1.69 -0.2394
C -1.71 7.10 1.00 -0.1128
N -2.28 6.20 0.23 -0.5643
C -1.77 5.00 0.14 -0.5326
C -0.61 4.62 0.84 0.2424
C 0.05 5.58 1.62 -0.2794
C -0.16 3.24 0.73 1.0019
O -1.00 2.29 0.59 -0.6395
O 1.06 2.86 0.75 -0.5409
H -2.21 8.06 1.07 0.4046
H -2.27 4.29 -0.51 0.5665
H 0.93 5.32 2.20 0.5982
O 0.79 -1.16 -0.57 1.1133
Cl 1.20 1.55 -1.87 0.9941
O -0.12 1.05 -1.41 -0.3964
O 2.04 1.09 -0.70 -0.5260
O 1.12 2.96 -1.81 -0.4160
```

---

Entry 2:
DFT (ωB97M-V/def2-TZVPD) results for C28H18BrF3MoN5O as an isolated structure in a non-equilibrium geometry.

Results
Multiplicity: 3
Relative energy (zero: lowest compared OMol25 entry of this formula, charge and spin) (kJ/mol): 86.67
Gap between HOMO and LUMO (alpha / beta) (eV): 6.05 / 5.60
HOMO energy (alpha / beta) (eV): -10.726 / -10.806
Net charge: +1
<S²>: 2.04

```
57
Properties=species:S:1:pos:R:3:mulliken_spin:R:1
Mo -0.68 1.37 -1.42 1.8004
Br -2.95 -6.60 4.14 0.0001
C -1.81 -5.16 4.54 0.0009
C -1.80 -4.63 5.82 -0.0003
C -0.93 -3.59 6.12 0.0008
C -0.13 -3.04 5.13 0.0002
C -0.14 -3.59 3.85 0.0004
C -0.97 -4.66 3.56 -0.0003
N 0.79 -2.02 5.58 0.0027
N 1.15 -1.07 4.86 -0.0008
C 0.45 -0.67 3.68 0.0188
C -0.86 -0.27 3.71 -0.0121
C -1.48 0.29 2.57 0.0160
C -0.76 0.42 1.44 -0.0118
O -1.22 0.91 0.24 0.0462
C 0.58 0.02 1.36 0.0008
N 1.18 0.16 0.14 0.0267
C 2.42 -0.27 0.04 0.0046
C 3.14 -0.84 1.11 -0.0028
C 2.54 -0.95 2.33 0.0059
C 1.21 -0.51 2.49 -0.0015
H -2.45 -5.04 6.58 0.0000
H -0.89 -3.17 7.12 0.0000
H 0.54 -3.23 3.09 -0.0005
H -0.95 -5.12 2.58 0.0000
H -1.42 -0.38 4.63 -0.0004
H -2.52 0.59 2.59 -0.0004
H 2.89 -0.17 -0.94 -0.0036
H 4.15 -1.17 0.94 -0.0001
H 3.07 -1.37 3.18 0.0007
C 4.44 1.59 -4.01 -0.0147
C 4.00 1.90 -2.74 0.0111
C 2.64 1.90 -2.46 -0.0031
C 1.74 1.58 -3.46 0.0042
C 2.16 1.27 -4.74 -0.0116
C 3.52 1.28 -5.01 0.0065
N 0.34 1.59 -3.13 -0.1137
N -0.44 1.90 -4.10 0.2361
C -1.82 1.81 -3.86 -0.0464
C -2.67 2.19 -4.89 0.0135
C -4.04 2.07 -4.71 0.0486
C -4.54 1.57 -3.51 0.0083
C -3.70 1.19 -2.47 0.1262
C -2.33 1.33 -2.63 -0.0834
H 5.50 1.60 -4.24 -0.0004
H 4.70 2.18 -1.96 0.0002
H 2.28 2.21 -1.48 -0.0046
H 1.44 1.04 -5.51 -0.0008
H 3.87 1.05 -6.01 0.0001
H -2.25 2.57 -5.81 -0.0008
H -4.71 2.37 -5.50 0.0033
H -5.62 1.48 -3.39 0.0013
H -4.11 0.81 -1.55 0.0047
F -0.84 4.24 -2.14 0.0043
C -0.65 3.47 -1.06 -0.0850
F 0.54 3.79 -0.52 0.0066
F -1.60 3.79 -0.17 -0.0011
```